# 1
{"formula": "H20O10", "method": "ωB97M-V with the def2-TZVPD basis set", "e_homo_ev": -10.2, "max_force_ev_per_a": 0.7, "total_charge": 0, "lumo_ev": -0.360, "homo_lumo_gap_ev": 9.87, "species": ["O", "H", "H", "O", "H", "H", "O", "H", "H", "O", "H", "H", "O", "H", "H", "O", "H", "H", "O", "H", "H", "O", "H", "H", "O", "H", "H", "O", "H", "H"], "positions_angstrom": [[0.26486, 0.29190, 0.18182], [0.16486, -0.42706, -0.45921], [0.25782, -0.14831, 1.04474], [-2.05054, 2.42272, 0.13579], [-1.30540, 2.72694, 0.66281], [-1.87759, 1.48139, 0.01785], [1.43211, -3.10678, -1.36355], [1.23320, -2.20650, -1.70239], [0.63124, -3.60882, -1.53888], [-0.88849, 1.14823, 3.38268], [-1.64634, 0.78592, 2.87534], [-1.06528, 2.09193, 3.45763], [2.70803, 0.79874, 1.74480], [1.83833, 1.12622, 2.00980], [3.05875, 1.48203, 1.16393], [0.50857, -0.76525, -2.53322], [0.85940, 0.13698, -2.47060], [0.05275, -0.80584, -3.38144], [2.83262, -2.00965, 1.03556], [2.49043, -2.27652, 0.16783], [2.67450, -1.04842, 1.09574], [-2.48491, -1.19333, -1.10841], [-2.11649, -1.98825, -1.51047], [-2.65957, -0.59404, -1.84541], [0.89373, 2.19541, -1.94053], [1.70680, 2.69845, -1.81252], [0.73074, 1.75717, -1.08874], [-2.49830, -0.22096, 1.54986], [-3.45843, -0.13269, 1.54738], [-2.28740, -0.61161, 0.68179]], "lowdin_charge": [-0.054, 0.022, 0.061, -0.061, 0.027, -0.013, -0.065, -0.002, 0.039, -0.074, -0.002, 0.031, -0.042, 0.036, 0.053, -0.050, 0.037, 0.076, -0.079, -0.014, -0.018, -0.035, 0.058, 0.068, -0.054, 0.052, -0.001, -0.067, 0.068, 0.003]}

=====

# 2
{"formula": "H20O10", "method": "ωB97M-V with the def2-TZVPD basis set", "e_homo_ev": -10.0, "max_force_ev_per_a": 0.7, "total_charge": 0, "lumo_ev": -0.327, "homo_lumo_gap_ev": 9.65, "species": ["O", "H", "H", "O", "H", "H", "O", "H", "H", "O", "H", "H", "O", "H", "H", "O", "H", "H", "O", "H", "H", "O", "H", "H", "O", "H", "H", "O", "H", "H"], "positions_angstrom": [[2.57235, 0.47745, 1.64044], [2.96771, -0.35140, 1.33733], [1.61828, 0.40306, 1.43794], [0.16045, 0.58944, 0.27637], [0.22306, -0.08938, -0.41429], [-0.66659, 1.05129, 0.08623], [3.29922, -1.81273, -0.25911], [2.83108, -1.34221, -0.97007], [3.90558, -2.40806, -0.71080], [-3.25207, 1.37933, 2.30149], [-3.23297, 1.20565, 1.34732], [-2.32083, 1.53791, 2.51283], [-2.39227, -1.01418, -3.21920], [-1.61782, -1.09284, -2.61862], [-2.99249, -1.71534, -2.94644], [1.22458, 2.90052, 2.28754], [2.03068, 2.39783, 2.09572], [0.55396, 2.22455, 2.45796], [-0.57975, 0.58955, 3.10633], [-0.78882, 0.30601, 4.00494], [-1.13609, 0.04593, 2.53393], [-3.32027, 0.68526, -0.63968], [-3.77397, -0.15627, -0.51371], [-3.15003, 0.73053, -1.59079], [-0.13661, -1.52980, -1.65685], [0.75737, -1.57736, -2.04291], [-0.17507, -2.26485, -1.02962], [2.33107, -0.72520, -2.77895], [3.04098, -0.62244, -3.42427], [2.01927, 0.17775, -2.61102]], "lowdin_charge": [-0.080, 0.009, -0.007, -0.052, 0.009, 0.052, -0.058, -0.004, 0.046, -0.067, -0.009, 0.001, -0.076, -0.006, 0.035, -0.077, 0.007, -0.019, -0.051, 0.072, 0.040, -0.051, 0.052, 0.037, -0.049, 0.034, 0.090, -0.042, 0.080, 0.084]}

=====

# 3
{"formula": "H20O10", "method": "ωB97M-V with the def2-TZVPD basis set", "e_homo_ev": -10.2, "max_force_ev_per_a": 2.7, "total_charge": 0, "lumo_ev": -0.200, "homo_lumo_gap_ev": 10.03, "species": ["O", "H", "H", "O", "H", "H", "O", "H", "H", "O", "H", "H", "O", "H", "H", "O", "H", "H", "O", "H", "H", "O", "H", "H", "O", "H", "H", "O", "H", "H"], "positions_angstrom": [[1.28835, 2.41671, 1.53780], [1.55583, 3.22050, 2.06196], [0.53876, 2.83487, 1.09617], [-0.11211, -0.20083, -1.21780], [-0.89926, -0.26519, -0.61992], [-0.53176, -0.37603, -2.06725], [1.06707, -1.69105, 1.95469], [0.92019, -0.74374, 1.80483], [1.31203, -2.26691, 1.12727], [0.08436, 3.03348, -3.52151], [0.61419, 3.21245, -2.72992], [-0.12108, 2.09430, -3.31829], [-2.42758, -0.67788, 0.28120], [-1.95377, -1.43703, 0.63067], [-2.33569, -0.08110, 1.07514], [1.96267, -2.44608, -0.33223], [1.24136, -1.82294, -0.49378], [2.85685, -2.12477, -0.33950], [-1.86987, -3.85332, -0.38592], [-1.93271, -3.45816, 0.50776], [-2.62265, -3.50778, -0.87409], [3.12767, 0.40511, -1.25389], [3.47749, 0.77622, -2.06077], [2.20212, 0.57920, -1.11791], [-2.23417, 2.00799, 0.02428], [-2.87273, 1.29945, 0.17373], [-1.39994, 1.83527, 0.44194], [-0.56799, 0.31721, 2.23381], [-0.56426, 0.01607, 3.14983], [0.19664, 0.90397, 2.23170]], "lowdin_charge": [-0.052, 0.091, 0.040, -0.061, 0.006, 0.058, -0.139, -0.018, 0.026, -0.069, 0.028, 0.033, -0.074, 0.030, 0.054, -0.041, 0.020, 0.055, -0.052, 0.037, 0.035, -0.041, 0.035, -0.007, -0.040, 0.024, -0.014, -0.061, 0.080, 0.015]}

=====

# 4
{"formula": "H20O10", "method": "ωB97M-V with the def2-TZVPD basis set", "e_homo_ev": -10.5, "max_force_ev_per_a": 4.5, "total_charge": 0, "lumo_ev": -0.258, "homo_lumo_gap_ev": 10.25, "species": ["O", "H", "H", "O", "H", "H", "O", "H", "H", "O", "H", "H", "O", "H", "H", "O", "H", "H", "O", "H", "H", "O", "H", "H", "O", "H", "H", "O", "H", "H"], "positions_angstrom": [[0.59398, 0.62282, 0.38327], [-0.06839, 0.27455, 1.05195], [1.09136, 1.37904, 0.62417], [4.59903, 1.76792, 1.46087], [3.76216, 1.21800, 1.40266], [4.88666, 1.39421, 2.28507], [-0.96656, -4.13865, 1.35871], [-0.25440, -3.70390, 1.89796], [-0.77387, -3.75493, 0.53255], [-4.34689, -0.23204, -0.09681], [-4.20531, -0.08542, -1.04362], [-4.49254, 0.74354, 0.19293], [-1.79173, -1.16930, -1.41226], [-1.59956, -1.04896, -2.33235], [-2.54710, -1.77688, -1.36430], [1.93912, 1.22643, -1.99310], [2.86862, 1.15384, -1.89267], [1.87714, 1.52649, -2.93376], [-0.18066, -2.40490, -2.44050], [-0.42619, -2.02709, -1.52700], [0.36499, -1.79088, -2.91594], [4.48170, -1.50511, 0.39707], [4.07291, -0.98646, -0.31850], [5.32634, -1.00952, 0.70226], [-1.88756, 4.49494, -1.38725], [-0.97444, 4.13096, -1.32244], [-2.45015, 4.05668, -0.83326], [-2.72812, 1.07572, 3.76046], [-2.08568, 1.42478, 4.49110], [-2.07103, 0.97929, 3.05961]], "lowdin_charge": [-0.074, 0.069, -0.006, -0.075, 0.053, 0.019, -0.050, 0.064, -0.016, -0.103, 0.015, 0.086, -0.062, 0.040, 0.075, -0.055, 0.005, 0.067, -0.112, 0.040, 0.019, -0.104, 0.024, 0.081, -0.030, 0.060, -0.031, -0.099, 0.091, 0.007]}

=====

# 5
{"formula": "H20O10", "method": "ωB97M-V with the def2-TZVPD basis set", "e_homo_ev": -10.1, "max_force_ev_per_a": 2.6, "total_charge": 0, "lumo_ev": -0.763, "homo_lumo_gap_ev": 9.37, "species": ["O", "H", "H", "O", "H", "H", "O", "H", "H", "O", "H", "H", "O", "H", "H", "O", "H", "H", "O", "H", "H", "O", "H", "H", "O", "H", "H", "O", "H", "H"], "positions_angstrom": [[-3.42607, 2.31640, -1.37980], [-2.50021, 2.27495, -1.14518], [-3.71499, 3.17021, -1.04110], [1.56764, 1.35863, 1.96423], [1.68964, 1.92043, 1.24313], [0.93074, 0.75249, 1.56238], [0.67620, -2.40182, 0.04657], [-0.19362, -2.49066, 0.45015], [0.76431, -3.03892, -0.66513], [1.48501, 1.08288, -2.10590], [1.94340, 0.53126, -1.44546], [0.91361, 0.44835, -2.56149], [-2.65014, 0.31787, 2.35307], [-1.81791, -0.03397, 2.00371], [-2.48552, 0.45692, 3.31466], [-0.34240, 0.03375, 0.47127], [0.32024, -0.63199, 0.30922], [-1.09806, -0.02684, -0.15760], [-2.16749, -0.68166, -1.61573], [-2.85073, -1.16534, -1.12680], [-1.57721, -1.30631, -2.05799], [2.69195, -2.94687, 1.75607], [2.53490, -3.81264, 2.09212], [1.93767, -2.68988, 1.25182], [-0.80858, 2.51687, -1.06983], [-0.48176, 3.23230, -1.64108], [-0.07520, 1.92141, -1.18191], [2.86806, -0.07855, -0.18365], [2.69407, -1.03730, -0.16320], [3.17246, 0.00799, 0.72344]], "lowdin_charge": [-0.081, -0.049, 0.029, -0.033, 0.000, -0.010, -0.037, 0.088, 0.092, -0.060, -0.016, 0.047, -0.079, -0.010, 0.054, -0.076, -0.010, 0.039, -0.033, 0.073, 0.051, -0.035, 0.024, -0.051, -0.050, 0.078, -0.014, -0.042, 0.047, 0.066]}

=====

# 6
{"formula": "H20O10", "method": "ωB97M-V with the def2-TZVPD basis set", "e_homo_ev": -10.4, "max_force_ev_per_a": 10.0, "total_charge": 0, "lumo_ev": -0.330, "homo_lumo_gap_ev": 10.09, "species": ["O", "H", "H", "O", "H", "H", "O", "H", "H", "O", "H", "H", "O", "H", "H", "O", "H", "H", "O", "H", "H", "O", "H", "H", "O", "H", "H", "O", "H", "H"], "positions_angstrom": [[-1.68983, -3.00653, -0.98990], [-2.22483, -3.14953, -1.80790], [-1.37183, -2.00153, -0.92490], [3.22617, -1.07353, 0.38210], [2.43117, -1.36753, 0.29610], [3.46117, -0.76053, -0.58490], [0.07217, -0.91253, -0.01690], [-0.66183, -0.70553, 0.43010], [0.26017, -0.15753, -0.57890], [0.85217, 3.02347, -0.67490], [1.12617, 2.34047, -0.13690], [-0.15183, 3.07447, -0.33090], [-0.66283, 0.99947, 2.01010], [-0.67683, 1.85447, 2.40910], [0.22617, 0.81947, 1.78710], [-2.00483, 2.79147, 0.03810], [-1.25883, 2.17147, 0.09710], [-2.59483, 2.41947, -0.76590], [1.89817, 1.29147, 1.16110], [2.37717, 1.97547, 1.63710], [2.71017, 0.72247, 1.02210], [-2.87483, -0.76453, 0.22210], [-3.19783, -0.31853, -0.43890], [-2.81383, -0.02953, 1.00010], [0.11517, -4.55153, 0.55910], [-0.20583, -3.78953, 0.01210], [0.47517, -3.87753, 1.10510], [0.82217, 0.81747, -2.61590], [0.76117, 1.78347, -2.06690], [1.57617, 0.38147, -2.23490]], "lowdin_charge": [-0.127, 0.062, 0.067, 0.003, -0.097, 0.136, 0.010, -0.064, 0.025, -0.067, -0.078, 0.087, -0.023, 0.046, -0.030, -0.102, -0.021, 0.143, -0.073, 0.082, 0.074, -0.024, -0.068, 0.140, -0.070, 0.004, -0.009, -0.128, 0.112, -0.011]}